# 1
C29H25BrF5IO2Y as an isolated structure at a distorted geometry, computed with ωB97M-V with the def2-TZVPD basis set.

The geometry in XYZ format:
```
64
Properties=species:S:1:pos:R:3:lowdin_charge:R:1
Y 0.128 0.276 0.039 1.3636
C 1.570 2.359 1.142 -0.2983
C 1.648 1.053 1.759 -0.4122
C 2.864 0.456 1.291 -0.3250
C 3.438 1.303 0.348 -0.2450
C 2.644 2.478 0.262 -0.2457
C 2.961 3.633 -0.637 -0.0433
C 4.667 1.059 -0.478 -0.0471
C 3.451 -0.795 1.874 -0.0962
C 1.028 0.706 3.100 -0.0569
C 0.625 3.456 1.560 -0.0444
H 2.243 4.444 -0.516 0.0638
H 2.959 3.338 -1.692 0.0702
H 3.955 4.030 -0.411 0.0765
H 4.465 1.212 -1.542 0.0723
H 5.039 0.041 -0.351 0.0585
H 5.474 1.746 -0.200 0.0737
H 2.686 -1.547 2.085 0.0571
H 3.953 -0.572 2.822 0.0806
H 4.188 -1.246 1.207 0.0459
H 0.049 1.168 3.222 0.0626
H 1.674 1.058 3.913 0.0812
H 0.905 -0.374 3.229 0.0711
H -0.372 3.080 1.775 0.0566
H 0.538 4.224 0.788 0.0613
H 0.989 3.947 2.470 0.0813
I 1.897 -2.009 -1.126 1.1333
C 1.907 -0.925 -2.980 -0.5329
C 2.506 -1.581 -4.017 -0.1758
C 2.614 -0.955 -5.272 -0.0926
C 2.132 0.311 -5.429 -0.0471
C 1.516 0.997 -4.357 -0.1717
C 1.060 2.322 -4.544 -0.0543
C 0.499 3.006 -3.506 -0.0869
C 0.336 2.377 -2.255 -0.1525
C 0.722 1.075 -1.993 -0.2190
C 1.360 0.382 -3.074 -0.2292
H 2.899 -2.578 -3.874 0.0801
H 3.086 -1.486 -6.088 0.0989
H 2.212 0.827 -6.379 0.1069
H 1.178 2.779 -5.520 0.1044
H 0.171 4.031 -3.638 0.1005
H -0.104 2.982 -1.462 0.0870
Br -6.914 1.950 -2.887 0.6842
C -5.580 1.740 -1.541 -0.6861
C -4.275 2.096 -1.826 -0.1171
C -3.317 1.939 -0.836 -0.0221
C -3.658 1.444 0.415 -0.1341
C -4.979 1.107 0.676 -0.0126
C -5.949 1.244 -0.302 -0.1237
C -2.621 1.292 1.511 -0.5571
O -2.969 1.360 2.675 0.0704
O -1.399 1.134 1.103 -0.2149
H -4.006 2.480 -2.800 0.0994
H -2.290 2.204 -1.047 0.0925
H -5.234 0.725 1.656 0.1210
H -6.976 0.967 -0.113 0.0951
F -1.186 -1.649 0.666 -0.1767
C -2.341 -1.559 -0.240 -0.1280
F -1.750 -0.670 -1.239 -0.1455
C -2.329 -2.887 -0.969 -0.6291
F -1.123 -3.318 -1.443 0.0353
F -2.781 -3.870 -0.172 0.1174
F -3.148 -2.811 -2.035 0.1203
```

Output
Charge = -1
HOMO = -4.68 eV
M = 796.2 g/mol
Relative energy (zero: lowest compared OMol25 entry of this formula, charge and spin) = 2.687 eV
Energy = -127351.227 eV



# 2
C29H25CaF3NOSSb as an isolated structure, computed with ωB97M-V with the def2-TZVPD basis set.

The geometry in XYZ format:
```
62
Properties=species:S:1:pos:R:3:mulliken_spin:R:1
Ca 0.135 -0.807 -0.387 0.0064
O -0.128 0.959 0.825 -0.0125
N 0.554 0.764 2.000 0.2481
C 1.248 1.876 2.459 0.2728
C 2.010 1.781 3.585 -0.1702
C 2.103 0.580 4.296 0.4149
C 1.356 -0.530 3.802 -0.0242
C 0.591 -0.464 2.674 0.1467
S -0.361 -1.858 2.054 0.0173
H 1.113 2.753 1.848 0.0390
H 2.540 2.669 3.910 -0.0060
H 2.713 0.486 5.182 0.0594
H 1.382 -1.479 4.320 -0.0057
F -8.682 -1.053 -1.228 0.0000
C -7.404 -0.698 -0.953 0.0005
C -6.376 -1.495 -1.407 -0.0004
C -5.071 -1.115 -1.115 0.0020
C -4.787 0.041 -0.394 -0.0052
C -5.866 0.800 0.063 0.0002
C -7.179 0.447 -0.213 -0.0003
Sb -2.706 0.516 0.000 0.0125
C -2.629 2.292 -1.199 0.0027
C -3.732 3.087 -1.508 -0.0006
C -3.619 4.203 -2.325 0.0000
C -2.375 4.513 -2.836 0.0006
F -2.255 5.597 -3.639 0.0000
C -1.254 3.759 -2.561 0.0009
C -1.396 2.647 -1.740 -0.0057
C -3.021 1.433 1.881 0.0084
C -3.602 2.692 2.003 0.0027
C -3.777 3.287 3.246 -0.0098
C -3.350 2.597 4.363 0.0089
F -3.514 3.170 5.580 0.0003
C -2.752 1.358 4.283 -0.0205
C -2.589 0.778 3.033 0.0098
H -6.597 -2.393 -1.968 0.0000
H -4.266 -1.751 -1.468 0.0010
H -5.699 1.674 0.681 0.0005
H -8.017 1.031 0.143 0.0000
H -4.715 2.829 -1.134 -0.0001
H -4.473 4.820 -2.572 -0.0001
H -0.294 4.040 -2.972 0.0002
H -0.495 2.091 -1.499 0.0036
H -3.899 3.257 1.128 -0.0005
H -4.216 4.269 3.355 0.0008
H -2.401 0.865 5.179 -0.0051
H -2.095 -0.184 2.958 0.0085
C 5.281 0.713 -0.298 -0.0059
C 4.837 -0.744 -0.095 0.0038
C 4.765 -1.044 1.409 0.0002
C 5.853 -1.680 -0.759 -0.0010
C 3.504 -0.928 -0.692 0.0032
C 2.391 -1.017 -1.187 -0.0068
H 6.257 0.880 0.169 0.0002
H 4.558 1.395 0.150 0.0065
H 5.356 0.942 -1.362 0.0006
H 5.751 -0.912 1.864 -0.0014
H 4.434 -2.070 1.579 -0.0031
H 4.053 -0.383 1.906 0.0009
H 6.832 -1.570 -0.284 0.0001
H 5.951 -1.448 -1.821 0.0001
H 5.539 -2.721 -0.667 0.0005
```

Output
<S²> = 0.766
Charge = -1
HOMO (alpha / beta) = -1.56 / -4.60 eV
Multiplicity = 2
M = 654.4 g/mol
Relative energy (zero: lowest compared OMol25 entry of this formula, charge and spin) = 0.418 eV
Energy = -77978.888 eV



# 3
C29H25ClIN6O6Ti as an isolated structure at a distorted geometry, computed with ωB97M-V with the def2-TZVPD basis set.

The geometry in XYZ format:
```
69
Properties=species:S:1:pos:R:3:mulliken_spin:R:1
Ti 0.358 0.360 -0.034 1.0027
C -3.758 -0.538 -1.692 -0.0074
C -2.770 -1.667 -1.640 0.0245
N -3.251 -2.906 -1.758 0.1504
C -2.384 -3.913 -1.656 -0.0698
C -1.025 -3.772 -1.473 0.0599
C -0.221 -4.994 -1.157 0.0100
O -0.033 -5.142 0.263 0.0106
C -0.460 -2.460 -1.436 -0.1194
C 0.932 -2.247 -1.375 0.5106
N 1.485 -1.021 -1.221 0.1037
C 2.806 -0.800 -1.527 -0.0938
C 3.806 -1.794 -1.510 0.0908
C 5.125 -1.500 -1.796 -0.0330
C 5.515 -0.207 -2.115 0.0681
C 4.554 0.795 -2.145 -0.0344
C 3.234 0.503 -1.862 0.0526
I 1.795 2.041 -1.959 -0.0032
C -1.404 -1.381 -1.475 0.1604
O -1.033 -0.129 -1.297 0.0443
H -4.760 -0.928 -1.529 0.0008
H -3.525 0.223 -0.947 -0.0013
H -3.725 -0.045 -2.668 -0.0004
H -2.808 -4.914 -1.709 -0.0037
H -0.725 -5.884 -1.548 0.0018
H 0.783 -4.970 -1.580 -0.0023
H -0.917 -5.195 0.643 0.0004
H 1.575 -3.103 -1.552 0.0474
H 3.540 -2.804 -1.230 0.0197
H 5.863 -2.293 -1.753 -0.0018
H 6.549 0.024 -2.334 0.0075
H 4.835 1.809 -2.397 -0.0015
O -4.726 0.215 2.648 0.0000
C -4.153 -0.967 2.787 0.0024
O -4.727 -1.898 3.304 0.0002
C -2.790 -1.132 2.233 -0.0079
C -2.145 -2.348 2.180 0.0018
N -0.945 -2.159 1.619 -0.0103
N -0.760 -0.880 1.293 0.0191
C -1.871 -0.231 1.648 0.0145
C -1.903 1.219 1.377 -0.0120
O -2.955 1.843 1.599 0.0010
O -0.835 1.715 0.901 -0.0103
H -4.131 0.869 2.182 -0.0003
H -2.489 -3.316 2.500 -0.0005
H -0.274 -2.850 1.307 0.0062
Cl 0.404 0.968 3.966 0.0001
C 1.420 2.145 3.171 -0.0119
C 1.455 3.425 3.691 0.0019
C 2.270 4.380 3.106 -0.0032
C 3.050 4.025 2.010 0.0032
C 3.004 2.743 1.502 0.0025
C 2.174 1.745 2.055 -0.0124
C 2.070 0.421 1.447 0.0220
H 0.842 3.663 4.550 0.0001
H 2.294 5.386 3.502 -0.0001
H 3.697 4.759 1.545 0.0001
H 3.609 2.482 0.641 -0.0004
H 1.841 -0.345 2.192 -0.0030
H 2.998 0.152 0.938 0.0031
N -2.253 3.599 -0.737 0.0012
C -2.675 3.345 -2.015 0.0008
C -1.627 3.674 -2.823 -0.0005
N -0.565 4.099 -2.068 0.0010
C -0.977 4.033 -0.824 -0.0019
H -2.684 3.266 0.117 -0.0005
H -3.653 2.952 -2.227 0.0001
H -1.567 3.615 -3.896 -0.0001
H -0.378 4.239 0.048 -0.0005
```

Output
<S²> = 2.032
Charge = -1
HOMO (alpha / beta) = -3.25 / -4.98 eV
Multiplicity = 3
M = 763.8 g/mol
Relative energy (zero: lowest compared OMol25 entry of this formula, charge and spin) = 0.327 eV
Energy = -95448.592 eV



# 4
C29H25CrF10N5O as an isolated structure, computed with ωB97M-V with the def2-TZVPD basis set.

The geometry in XYZ format:
```
71
Properties=species:S:1:pos:R:3:mulliken_spin:R:1
Cr -0.031 0.095 0.317 3.8955
C -0.677 0.882 3.346 0.0299
N -0.730 1.439 1.994 -0.0499
C -2.108 1.654 1.550 0.0022
C -2.807 0.326 1.245 0.0284
N -1.848 -0.661 0.789 -0.0738
C -2.281 -1.936 0.687 0.0112
C -1.329 -2.966 0.589 0.0254
F -0.013 -2.621 0.669 0.0122
C -1.632 -4.299 0.432 -0.0052
F -0.635 -5.191 0.318 -0.0002
C -2.959 -4.710 0.410 0.0139
F -3.276 -6.010 0.271 0.0007
C -3.938 -3.741 0.547 -0.0021
F -5.229 -4.100 0.549 -0.0003
C -3.614 -2.397 0.674 0.0043
F -4.657 -1.536 0.757 0.0001
C 0.093 2.645 1.881 0.0180
C 1.532 2.311 1.532 0.0383
N 1.614 1.390 0.407 -0.1001
C 2.850 1.168 -0.105 0.0360
C 2.974 0.254 -1.167 -0.0195
F 1.875 -0.471 -1.502 0.0036
C 4.142 0.020 -1.864 0.0018
F 4.143 -0.863 -2.870 -0.0002
C 5.305 0.686 -1.504 0.0105
F 6.443 0.504 -2.190 0.0006
C 5.258 1.528 -0.407 -0.0032
F 6.375 2.142 0.011 -0.0002
C 4.076 1.748 0.289 0.0086
F 4.188 2.532 1.395 0.0002
H -1.150 1.564 4.057 0.0046
H 0.355 0.719 3.627 0.0001
H -1.194 -0.080 3.354 -0.0044
H -2.051 2.266 0.653 0.0071
H -2.678 2.221 2.295 0.0095
H -3.581 0.541 0.505 -0.0023
H -3.319 -0.024 2.146 -0.0042
H 0.065 3.221 2.809 0.0036
H -0.339 3.272 1.106 0.0113
H 2.046 1.911 2.420 -0.0066
H 2.033 3.256 1.302 -0.0045
N -0.448 2.775 -1.225 0.0161
C -1.170 2.340 -2.315 -0.0344
C -1.761 3.229 -3.176 0.0008
C -2.538 2.802 -4.266 -0.0027
C -2.704 1.475 -4.493 0.0020
C -2.113 0.515 -3.636 0.0058
C -2.267 -0.872 -3.865 0.0088
C -1.630 -1.750 -3.053 -0.0075
C -0.835 -1.244 -2.006 0.0581
N -0.741 0.024 -1.699 -0.0113
C -1.346 0.933 -2.525 0.0324
H 0.370 2.238 -0.930 0.0222
H -0.186 3.750 -1.279 0.0006
H -1.618 4.291 -3.009 0.0001
H -2.992 3.536 -4.920 0.0002
H -3.289 1.124 -5.337 -0.0001
H -2.860 -1.209 -4.707 0.0003
H -1.673 -2.821 -3.203 -0.0005
H -0.247 -1.944 -1.427 -0.0228
C 2.852 -2.295 1.197 0.0202
C 2.178 -1.421 2.220 0.0132
C 2.754 -1.467 3.612 0.0033
O 1.226 -0.721 1.966 -0.0100
H 3.932 -2.194 1.272 0.0012
H 2.506 -2.071 0.192 -0.0004
H 2.595 -3.332 1.441 0.0028
H 3.300 -2.394 3.785 0.0008
H 1.957 -1.345 4.348 -0.0004
H 3.458 -0.641 3.711 -0.0003
```

Output
<S²> = 6.014
HOMO (alpha / beta) = -6.94 / -7.30 eV
Multiplicity = 5
M = 701.5 g/mol
Relative energy (zero: lowest compared OMol25 entry of this formula, charge and spin) = 0.000 eV
Energy = -95572.250 eV



> What is the energy in the third record?

-95448.592 eV



> Which of these has the highest energy?

C29H25CaF3NOSSb



> The highest energy belongs to which entry?

C29H25CaF3NOSSb



> The highest relative energy (zero: lowest compared OMol25 entry of this formula, charge and spin) belongs to which entry?

C29H25BrF5IO2Y